No. 1
Molecular formula: C2H5ClN2
Method: DFT, the ωB97M-V functional and the def2-TZVPD basis

Results
structure (SMILES)	C/N=C/NCl
net charge	0
max |F|	4.84	eV/Å
gap between HOMO and LUMO	10.1	eV
relative energy (zero: lowest compared OMol25 entry of this formula, charge and spin)	63.91	kcal per mole

Element x y z (Å)
C 0.066 -0.832 1.507
N 0.151 0.102 0.423
C 0.001 -0.134 -0.758
N -0.210 1.176 -1.783
Cl 0.064 2.643 -0.889
H 0.843 -0.675 2.170
H -0.231 -1.833 1.210
H -0.774 -0.614 2.047
H -0.287 -1.009 -1.239
H 0.377 1.175 -2.688

natural (NBO) population analysis, charges in e, atoms 1 to 2:
1 C -0.43
2 N -0.41



No. 2
Molecular formula: C2H5ClN2
Method: DFT, the ωB97M-V functional and the def2-TZVPD basis

Results
net charge	0
max |F|	3.71	eV/Å
gap between HOMO and LUMO	9.0	eV
relative energy (zero: lowest compared OMol25 entry of this formula, charge and spin)	90.10	kcal per mole

Element x y z (Å)
C -1.541 0.395 -1.849
C -1.955 -0.676 -1.159
N 0.598 2.004 0.412
N 0.678 2.372 -0.714
Cl -1.916 -0.718 0.610
H -1.251 0.222 -2.929
H -1.048 1.156 -1.360
H -0.420 1.921 0.973
H -2.427 -1.518 -1.617
H 1.399 1.517 1.074

natural (NBO) population analysis, charges in e, atoms 1 to 2:
1 C -0.41
2 C -0.19



No. 3
Molecular formula: C2H5ClN2O
Method: DFT, the ωB97M-V functional and the def2-TZVPD basis

Results
structure (SMILES)	[H]/N=C(/CCl)NO
net charge	0
max |F|	4.30	eV/Å
gap between HOMO and LUMO	10.5	eV
relative energy (zero: lowest compared OMol25 entry of this formula, charge and spin)	45.73	kcal per mole

Element x y z (Å)
H 2.569 -0.289 0.539
N 1.736 -0.871 0.464
C 0.637 -0.184 0.271
C -0.511 -1.065 0.366
Cl -1.861 -0.666 -0.843
N 0.469 1.237 0.501
O 1.585 2.035 0.304
H -0.986 -1.234 1.356
H -0.342 -2.067 0.132
H -0.360 1.617 -0.016
H 1.886 1.941 -0.686

natural (NBO) population analysis, charges in e, atoms 1 to 2:
1 H 0.35
2 N -0.64



No. 4
Molecular formula: C2H5ClN2S
Method: DFT, the ωB97M-V functional and the def2-TZVPD basis

Results
net charge	0
max |F|	4.12	eV/Å
gap between HOMO and LUMO (spin up / spin down)	8.1 / 8.1	eV
relative energy (zero: lowest compared OMol25 entry of this formula, charge and spin)	102.11	kcal per mole

Element x y z (Å)
C -0.788 0.424 0.395
C -0.673 -1.021 -0.307
N 0.050 1.226 -0.241
N 1.613 -0.068 -0.505
S 0.969 -1.458 0.183
Cl 2.991 0.588 0.229
H -1.903 0.425 0.045
H -0.705 0.430 1.474
H -1.446 -1.786 -0.061
H -0.722 -0.715 -1.333
H 0.614 1.953 0.121

natural (NBO) population analysis, charges in e, atoms 1 to 2:
1 C -0.26
2 C -0.55



No. 5
Molecular formula: C2H5ClNO3P
Method: DFT, the ωB97M-V functional and the def2-TZVPD basis

Results
net charge	-2
max |F|	3.91	eV/Å
gap between HOMO and LUMO	7.4	eV
relative energy (zero: lowest compared OMol25 entry of this formula, charge and spin)	38.05	kcal per mole

Element x y z (Å)
C -1.410 -0.664 -0.218
C -0.895 0.335 -1.234
N 1.254 0.333 -0.016
O -0.787 0.168 -2.418
O 1.523 -1.186 -2.049
O 1.653 1.397 -2.426
P 1.380 0.197 -1.611
Cl 1.579 1.006 10.230
H -0.548 -1.072 0.248
H -2.078 -1.365 -0.763
H -1.952 -0.022 0.547
H -0.963 1.349 -0.813
H 1.242 -0.476 0.524

natural (NBO) population analysis, charges in e, atoms 1 to 2:
1 C -0.71
2 C 0.38



No. 6
Molecular formula: C2H5ClNO3P
Method: DFT, the ωB97M-V functional and the def2-TZVPD basis

Results
net charge	-2
max |F|	7.44	eV/Å
gap between HOMO and LUMO	7.6	eV
relative energy (zero: lowest compared OMol25 entry of this formula, charge and spin)	0.00	kcal per mole

Element x y z (Å)
C -1.061 1.536 1.712
C -0.359 0.231 1.485
N 0.707 0.394 0.167
O 0.668 -0.042 2.413
O 2.542 1.642 1.715
O 2.822 -0.942 1.294
P 2.032 0.317 1.405
Cl -9.356 -2.440 -3.283
H -1.631 1.319 2.478
H -1.710 1.631 0.789
H -0.451 2.376 1.816
H -1.001 -0.523 1.268
H 0.593 1.346 -0.284

natural (NBO) population analysis, charges in e, atoms 1 to 2:
1 C -0.63
2 C 0.29



No. 7
Molecular formula: C2H5ClNS
Method: DFT, the ωB97M-V functional and the def2-TZVPD basis

Results
structure (SMILES)	[NH3+]CC(=S)Cl
net charge	+1
max |F|	4.32	eV/Å
gap between HOMO and LUMO	8.6	eV
relative energy (zero: lowest compared OMol25 entry of this formula, charge and spin)	17.76	kcal per mole

Element x y z (Å)
N 0.971 -0.421 -0.426
C 0.157 0.545 0.302
C -1.270 0.442 0.039
S -2.562 1.379 0.035
Cl -1.589 -1.609 0.111
H 1.904 -0.674 -0.007
H 1.008 -0.171 -1.398
H 0.311 -1.334 -0.169
H 0.362 0.274 1.291
H 0.708 1.569 0.222

natural (NBO) population analysis, charges in e, atoms 1 to 2:
1 N -0.72
2 C -0.37



No. 8
Molecular formula: C2H5ClO
Method: DFT, the ωB97M-V functional and the def2-TZVPD basis

Results
structure (SMILES)	C=CO.Cl
net charge	0
max |F|	4.61	eV/Å
gap between HOMO and LUMO	10.0	eV
relative energy (zero: lowest compared OMol25 entry of this formula, charge and spin)	16.47	kcal per mole

Element x y z (Å)
C -0.310 0.306 0.206
C 0.692 1.142 0.254
O 1.368 1.304 -0.889
H -0.816 0.039 1.056
H -0.543 -0.085 -0.799
H 1.011 1.505 1.157
H 1.257 0.698 -1.582
Cl -0.694 -3.693 -0.038
H 0.191 -2.745 0.137

natural (NBO) population analysis, charges in e, atoms 1 to 2:
1 C -0.52
2 C 0.16